1.
Entry from OMol25: C4H7N2P in the gas phase in a non-equilibrium geometry (ωB97M-V/def2-TZVPD).

Summary:
HOMO energy	-8.28	eV
SMILES string	Cc1nc[nH]c1P
energy relative to the best compared isomer or geometry (same formula, charge and spin)	68.1	kJ/mol

Each line ends with the natural charge from an NBO analysis.
Geometry (Å):
C -1.420 0.915 -1.390  0.148
C -0.555 0.203 0.446  0.110
C 0.342 -0.044 -0.618  -0.165
C -0.405 -0.185 1.936  -0.623
N -1.643 0.745 -0.100  -0.457
N -0.232 0.340 -1.777  -0.530
P 1.904 -1.081 -0.701  0.257
H -2.109 1.138 -2.287  0.199
H 0.270 0.394 2.629  0.218
H -1.307 -0.190 2.309  0.218
H 0.115 -1.123 2.074  0.214
H 0.203 0.203 -2.671  0.424
H 2.003 -1.329 0.743  0.001
H 2.834 0.013 -0.593  -0.015

2.
Entry from OMol25: a gas-phase ion, C4H7N2S (charge +1) in a non-equilibrium geometry (ωB97M-V/def2-TZVPD).

Summary:
HOMO energy	-13.86	eV
SMILES string	C[C@H]1NC=[NH+]C1=S
energy relative to the best compared isomer or geometry (same formula, charge and spin)	170.8	kJ/mol
total charge	+1

Each line ends with the natural charge from an NBO analysis.
Geometry (Å):
C 0.055 1.891 0.094  0.373
C 1.666 0.157 -0.085  -0.003
C 0.293 -0.389 -0.561  -0.139
C -0.248 -1.715 0.160  -0.570
N -0.563 0.769 -0.259  -0.540
N 1.332 1.824 0.051  -0.574
S 3.217 -0.157 -0.006  0.317
H -0.629 2.826 0.337  0.267
H 0.382 -0.451 -1.650  0.267
H 0.211 -1.910 1.144  0.245
H -0.178 -2.556 -0.399  0.241
H -1.229 -1.484 0.176  0.211
H -1.608 0.715 -0.175  0.450
H 2.078 2.428 0.321  0.456

3.
Entry from OMol25: C4H7N3 in the gas phase (ωB97M-V/def2-TZVPD).

Summary:
HOMO energy	-7.21	eV
energy relative to the best compared isomer or geometry (same formula, charge and spin)	277.6	kJ/mol

Each line ends with the natural charge from an NBO analysis.
Geometry (Å):
N 2.480 -0.499 0.763  -0.850
C 1.171 -0.236 0.278  0.253
C -0.036 0.035 0.887  -0.383
C -0.917 0.187 -0.224  -0.149
N -2.349 0.480 -0.397  -0.700
C -0.326 0.025 -1.464  -0.252
N 0.969 -0.233 -1.085  -0.545
H 2.837 0.265 1.324  0.368
H 2.514 -1.344 1.322  0.367
H -0.206 0.099 1.957  0.216
H -2.669 1.409 -0.112  0.403
H -3.011 -0.218 -0.047  0.403
H -2.275 0.424 -1.444  0.465
H 1.728 -0.409 -1.724  0.403

4.
Entry from OMol25: C4H7N3 in the gas phase in a non-equilibrium geometry (ωB97M-V/def2-TZVPD).

Summary:
HOMO energy	-8.38	eV
SMILES string	CCc1c[nH]nn1
energy relative to the best compared isomer or geometry (same formula, charge and spin)	273.3	kJ/mol

Each line ends with the natural charge from an NBO analysis.
Geometry (Å):
C 1.939 1.109 0.102  -0.625
C 0.737 0.505 -0.666  -0.438
C -0.165 -0.444 0.016  0.060
C -1.331 -0.923 -0.557  -0.163
N -2.087 -1.223 0.525  -0.314
N -1.473 -0.938 1.662  -0.058
N -0.309 -0.433 1.365  -0.279
H 1.949 2.198 0.006  0.215
H 1.898 0.869 1.169  0.236
H 2.930 0.767 -0.251  0.214
H -0.409 0.914 -0.617  0.285
H 0.941 0.323 -1.727  0.221
H -1.612 -1.100 -1.588  0.230
H -3.008 -1.626 0.562  0.414

5.
Entry from OMol25: C4H7N3 in the gas phase (ωB97M-V/def2-TZVPD).

Summary:
HOMO energy	-7.33	eV
SMILES string	Nc1c[nH]c(N)c1
energy relative to the best compared isomer or geometry (same formula, charge and spin)	21.0	kJ/mol

Each line ends with the natural charge from an NBO analysis.
Geometry (Å):
N 1.048 2.044 0.961  -0.811
C 0.590 0.834 0.431  0.323
C -0.635 0.592 -0.132  -0.407
C -0.714 -0.820 -0.349  0.079
N -1.729 -1.619 -0.943  -0.835
C 0.462 -1.373 0.049  -0.118
N 1.290 -0.340 0.512  -0.539
H 2.042 2.207 0.867  0.370
H 0.534 2.800 0.525  0.380
H -1.350 1.365 -0.383  0.213
H -1.825 -1.403 -1.927  0.360
H -2.629 -1.464 -0.503  0.362
H 0.806 -2.368 -0.197  0.215
H 2.110 -0.455 1.091  0.407

6.
Entry from OMol25: C4H7N3 in the gas phase (ωB97M-V/def2-TZVPD).

Summary:
HOMO energy	-7.93	eV
SMILES string	CNc1cc[nH]n1
energy relative to the best compared isomer or geometry (same formula, charge and spin)	58.4	kJ/mol

Each line ends with the natural charge from an NBO analysis.
Geometry (Å):
C 2.274 0.293 0.280  -0.402
N 1.150 0.549 -0.581  -0.624
C -0.164 0.209 -0.290  0.294
N -1.115 0.810 -0.994  -0.309
N -2.258 0.229 -0.589  -0.339
C -2.070 -0.684 0.388  -0.040
C -0.712 -0.741 0.618  -0.393
H 2.121 0.778 1.251  0.195
H 2.502 -0.772 0.458  0.170
H 3.155 0.757 -0.179  0.207
H 1.334 0.566 -1.577  0.390
H -3.123 0.643 -0.897  0.406
H -2.899 -1.250 0.796  0.217
H -0.195 -1.386 1.315  0.230

7.
Entry from OMol25: C4H7N3 in the gas phase in a non-equilibrium geometry (ωB97M-V/def2-TZVPD).

Summary:
HOMO energy	-6.97	eV
energy relative to the best compared isomer or geometry (same formula, charge and spin)	558.9	kJ/mol

Each line ends with the natural charge from an NBO analysis.
Geometry (Å):
C 0.494 2.175 -0.451  -0.457
C -0.064 -0.450 -0.833  0.533
C -0.072 -0.942 1.200  -0.019
C -0.807 -2.047 1.302  -0.420
N -0.362 0.191 0.269  -0.188
N -0.042 1.404 0.641  -0.436
N 0.500 -0.890 -1.834  -0.611
H -0.029 -0.890 -2.704  0.384
H 0.572 -0.587 1.990  0.233
H 1.480 1.797 -0.766  0.172
H 0.591 3.206 -0.113  0.216
H -0.158 2.145 -1.341  0.164
H -1.390 -2.424 0.475  0.205
H -0.713 -2.687 2.163  0.223

8.
Entry from OMol25: C4H7N3 in the gas phase in a non-equilibrium geometry (ωB97M-V/def2-TZVPD).

Summary:
HOMO energy	-6.91	eV
energy relative to the best compared isomer or geometry (same formula, charge and spin)	426.9	kJ/mol

Each line ends with the natural charge from an NBO analysis.
Geometry (Å):
C -1.288 0.717 -0.739  -0.405
C -1.175 -0.944 0.915  -0.724
N -0.322 0.125 0.253  -0.403
C 1.021 -0.225 -0.334  0.309
N 1.238 -1.404 -0.714  -0.489
C 2.001 0.855 -0.370  0.166
N 2.778 1.713 -0.408  -0.231
H -0.834 1.533 -1.308  0.190
H -2.155 1.036 -0.153  0.256
H -1.619 -0.101 -1.383  0.231
H -1.109 -1.790 0.210  0.162
H -0.665 -1.229 1.842  0.152
H -0.126 0.855 0.941  0.419
H 2.186 -1.524 -1.076  0.369

9.
Entry from OMol25: 2 unconnected molecules or ions with the total composition C4H7N3 in a non-equilibrium geometry (ωB97M-V/def2-TZVPD).

Summary:
HOMO energy	-8.19	eV
SMILES string	[H]/N=N/[H].c1cc[nH]c1
energy relative to the best compared isomer or geometry (same formula, charge and spin)	219.9	kJ/mol

Each line ends with the natural charge from an NBO analysis.
Geometry (Å):
C -2.306 0.504 -0.241  -0.311
C -1.908 -0.754 0.353  -0.311
C -1.126 1.125 -0.518  -0.073
C -0.539 -0.788 0.410  -0.069
N -0.001 0.354 -0.109  -0.539
N 3.072 -0.823 0.013  -0.272
N 2.752 0.315 0.374  -0.325
H -3.249 0.942 -0.569  0.230
H -2.583 -1.513 0.789  0.223
H -1.039 2.085 -1.105  0.206
H 0.160 -1.540 0.613  0.201
H 2.731 -0.815 -0.956  0.301
H 0.948 0.507 -0.390  0.422
H 3.087 0.399 1.336  0.318

10.
Entry from OMol25: C4H7N3 in the gas phase in a non-equilibrium geometry (ωB97M-V/def2-TZVPD).

Summary:
HOMO energy	-8.44	eV
SMILES string	CNn1cccn1
energy relative to the best compared isomer or geometry (same formula, charge and spin)	233.0	kJ/mol

Each line ends with the natural charge from an NBO analysis.
Geometry (Å):
C 1.194 -1.319 1.250  -0.356
C 0.705 -2.183 0.253  -0.057
C 0.779 -0.063 0.852  -0.066
C -1.097 1.855 -0.624  -0.434
N 0.167 -1.494 -0.737  -0.294
N 0.230 -0.221 -0.329  -0.007
N -0.262 0.814 -1.159  -0.448
H 1.553 -1.607 2.250  0.229
H 0.814 -3.228 0.155  0.209
H 0.945 0.970 1.212  0.225
H -0.624 2.745 -0.025  0.206
H -1.857 2.115 -1.320  0.225
H -1.781 1.369 0.200  0.175
H -0.765 0.246 -1.976  0.394

11.
Entry from OMol25: C4H7N3 in the gas phase in a non-equilibrium geometry (ωB97M-V/def2-TZVPD).

Summary:
HOMO energy	-8.30	eV
SMILES string	C=C1CN(C)N=N1
energy relative to the best compared isomer or geometry (same formula, charge and spin)	350.4	kJ/mol

Each line ends with the natural charge from an NBO analysis.
Geometry (Å):
C -1.102 0.158 2.007  -0.406
N -0.559 0.291 0.676  -0.245
C 0.273 -0.621 -0.070  -0.324
C 0.327 0.108 -1.346  0.131
C 1.474 -0.037 -2.043  -0.446
N -0.721 1.058 -1.375  -0.251
N -1.146 1.160 -0.183  0.051
H -1.830 0.959 2.162  0.233
H -0.300 0.257 2.743  0.203
H -1.609 -0.806 2.160  0.194
H -0.172 -1.626 -0.121  0.208
H 2.391 -0.083 -1.457  0.202
H 1.373 -0.857 -0.044  0.240
H 1.599 0.040 -3.108  0.211

12.
Entry from OMol25: 2 unconnected molecules or ions with the total composition C4H7N3 in a non-equilibrium geometry (ωB97M-V/def2-TZVPD).

Summary:
HOMO energy	-8.62	eV
SMILES string	CN(N)C#N.C#C
energy relative to the best compared isomer or geometry (same formula, charge and spin)	405.6	kJ/mol

Each line ends with the natural charge from an NBO analysis.
Geometry (Å):
C -0.364 1.525 0.660  -0.403
N 0.532 0.345 0.802  -0.333
N 0.105 -0.661 1.693  -0.640
C 1.869 0.448 0.626  0.397
N 3.010 0.516 0.432  -0.377
H 0.561 -1.540 1.421  0.364
H -0.890 -0.839 1.527  0.357
H -0.144 2.268 1.433  0.202
H -0.217 1.978 -0.325  0.222
H -1.415 1.228 0.739  0.213
C -0.230 -1.077 -2.110  -0.236
C -1.296 -1.554 -2.385  -0.248
H -2.237 -1.982 -2.643  0.237
H 0.718 -0.654 -1.870  0.245

13.
Entry from OMol25: 2 unconnected molecules or ions with the total composition C4H7N3 in a non-equilibrium geometry (ωB97M-V/def2-TZVPD).

Summary:
HOMO energy (spin up / spin down)	-8.31 / -8.66	eV
energy relative to the best compared isomer or geometry (same formula, charge and spin)	384.9	kJ/mol

Each line ends with the natural charge from an NBO analysis.
Geometry (Å):
C 1.829 0.800 -0.290  0.232
C -1.906 0.260 0.063  -0.599
C -0.560 0.847 0.387  -0.451
C 0.483 0.463 -0.590  -0.197
N 2.877 1.028 0.175  -0.311
N 1.926 -1.813 0.005  -0.327
N 0.762 -1.569 0.182  -0.022
H -1.834 -0.914 0.158  0.207
H -2.189 0.351 -0.929  0.199
H -2.812 0.629 0.631  0.222
H -0.731 1.906 0.239  0.222
H -0.330 0.524 1.428  0.230
H 0.178 0.225 -1.612  0.236
H 2.305 -2.737 0.153  0.358

14.
Entry from OMol25: C4H7N3 in the gas phase (ωB97M-V/def2-TZVPD).

Summary:
HOMO energy	-7.40	eV
SMILES string	Nc1c[nH]c(N)c1
energy relative to the best compared isomer or geometry (same formula, charge and spin)	5.3	kJ/mol

Each line ends with the natural charge from an NBO analysis.
Geometry (Å):
N -2.535 -0.245 0.006  -0.850
C -1.131 -0.066 -0.063  0.280
C -0.043 -0.903 0.083  -0.371
C 1.122 -0.081 0.104  0.093
N 2.441 -0.515 0.357  -0.807
C 0.708 1.222 -0.055  -0.159
N -0.664 1.209 -0.154  -0.502
H -2.915 -0.798 -0.753  0.372
H -2.783 -0.697 0.880  0.373
H -0.075 -1.981 0.196  0.217
H 3.121 0.164 0.036  0.366
H 2.643 -1.403 -0.084  0.367
H 1.261 2.149 -0.006  0.206
H -1.268 1.997 -0.321  0.416

15.
Entry from OMol25: C4H7N3 in the gas phase (ωB97M-V/def2-TZVPD).

Summary:
HOMO energy	-9.33	eV
SMILES string	Cc1cn(C)nn1
energy relative to the best compared isomer or geometry (same formula, charge and spin)	88.8	kJ/mol

Each line ends with the natural charge from an NBO analysis.
Geometry (Å):
C 2.434 0.062 0.001  -0.411
N 1.072 -0.258 0.371  -0.167
C 0.021 0.586 0.261  -0.100
C -1.073 -0.229 0.160  0.072
C -2.465 0.137 -0.237  -0.639
N -0.639 -1.520 0.259  -0.248
N 0.652 -1.530 0.363  -0.060
H 2.985 -0.874 -0.075  0.237
H 2.905 0.731 0.723  0.210
H 2.409 0.546 -0.980  0.207
H 0.146 1.659 0.239  0.221
H -3.114 -0.739 -0.198  0.237
H -2.884 0.931 0.386  0.220
H -2.450 0.498 -1.272  0.220

16.
Entry from OMol25: C4H7N3 in the gas phase in a non-equilibrium geometry (ωB97M-V/def2-TZVPD).

Summary:
HOMO energy (spin up / spin down)	-8.13 / -8.13	eV
energy relative to the best compared isomer or geometry (same formula, charge and spin)	450.7	kJ/mol

Each line ends with the natural charge from an NBO analysis.
Geometry (Å):
C -0.552 -1.397 -2.002  -0.418
N -0.259 -0.126 -1.236  -0.082
C 0.129 -0.309 0.067  -0.268
C 0.293 0.916 0.733  0.109
C 0.515 1.060 2.231  -0.620
N 0.162 2.038 0.161  -0.190
N -0.370 1.044 -1.693  -0.122
H -0.935 -1.185 -2.999  0.236
H -1.291 -1.977 -1.438  0.224
H 0.365 -1.991 -2.074  0.225
H 0.248 -1.290 0.487  0.212
H 0.868 2.042 2.573  0.240
H -0.444 0.853 2.713  0.231
H 1.273 0.323 2.475  0.222

17.
Entry from OMol25: C4H7N3 in the gas phase in a non-equilibrium geometry (ωB97M-V/def2-TZVPD).

Summary:
HOMO energy	-6.59	eV
energy relative to the best compared isomer or geometry (same formula, charge and spin)	461.2	kJ/mol

Each line ends with the natural charge from an NBO analysis.
Geometry (Å):
C -1.329 0.728 -0.543  -0.391
C -1.164 -0.909 1.004  -0.741
N -0.293 0.166 0.427  -0.403
C 1.084 -0.202 -0.148  0.307
N 1.296 -1.390 -0.503  -0.488
C 2.070 0.866 -0.229  0.165
N 2.847 1.724 -0.304  -0.233
H -0.887 1.532 -1.128  0.174
H -2.194 1.069 0.040  0.255
H -1.694 -0.090 -1.173  0.237
H -1.015 -1.749 0.320  0.170
H -0.871 -1.131 2.022  0.160
H -0.085 0.908 1.105  0.417
H 2.234 -1.521 -0.889  0.371